[1]
Entry from the Open Molecules 2025 dataset: 9 unconnected molecules or ions with the total composition C52H41NO34P (wB97M-V/def2-TZVPD).

Properties
- frontier orbital gap (eV) = 3.48
- LUMO level (eV) = -0.8
- HOMO (eV) = -4.244
- total charge = -1

XYZ file:
```
129
Properties=species:S:1:pos:R:3:mulliken_charge:R:1
C 0.77 -1.20 -1.78 -0.80
P 2.34 -1.08 -0.73 0.36
C 3.32 0.37 -1.44 -0.75
C 3.23 -2.72 -1.05 0.16
N 4.10 -3.02 0.11 -0.27
C 3.97 -2.69 -2.43 -0.02
O 3.26 -3.00 -3.42 -0.72
O 5.18 -2.32 -2.56 -0.75
H 0.89 -1.86 -2.67 0.10
H 0.58 -0.15 -2.13 0.22
H -0.09 -1.46 -1.12 0.33
H 2.61 1.11 -1.86 0.28
H 3.99 0.87 -0.66 -0.12
H 4.03 0.02 -2.25 0.44
H 2.48 -3.55 -1.12 0.27
H 3.47 -3.05 0.91 0.26
H 4.74 -2.24 0.31 0.01
C 5.95 -8.26 2.67 -0.97
C 5.17 -8.69 1.68 0.42
C 4.82 -7.82 0.52 0.97
O 4.11 -8.27 -0.37 -0.61
C 5.34 -6.46 0.50 -0.84
C 6.13 -6.02 1.49 0.09
C 6.50 -6.90 2.64 0.94
O 7.23 -6.47 3.51 -0.65
O 6.62 -4.77 1.50 -0.45
O 4.65 -9.93 1.68 -0.58
H 6.22 -8.88 3.51 0.40
H 5.07 -5.82 -0.34 0.55
H 7.15 -4.70 2.31 0.34
H 4.12 -9.99 0.86 0.36
C -0.24 0.52 2.32 -0.87
C -1.16 0.72 3.26 0.43
C -2.17 1.82 3.15 0.96
O -3.01 1.95 4.02 -0.65
C -2.11 2.69 1.98 -0.96
C -1.18 2.49 1.03 0.17
C -0.19 1.38 1.14 1.03
O 0.62 1.22 0.25 -0.35
O -1.10 3.28 -0.05 -0.63
O -1.23 -0.05 4.37 -0.61
H 0.50 -0.27 2.39 0.45
H -2.84 3.49 1.91 0.44
H -0.35 2.92 -0.58 0.36
H -1.97 0.30 4.89 0.28
C -1.09 -2.63 -5.36 -0.93
C -1.48 -3.47 -6.33 0.32
C -2.69 -3.20 -7.15 0.80
O -3.00 -3.98 -8.04 -0.63
C -3.48 -2.00 -6.86 -0.90
C -3.09 -1.17 -5.89 0.18
C -1.86 -1.42 -5.08 1.11
O -1.55 -0.63 -4.22 -0.59
O -3.80 -0.06 -5.59 -0.51
O -0.79 -4.59 -6.60 -0.56
H -0.21 -2.82 -4.75 0.56
H -4.36 -1.83 -7.45 0.45
H -3.31 0.37 -4.86 0.34
H -1.27 -5.02 -7.34 0.34
C 2.18 1.45 5.90 -1.07
C 2.46 2.25 6.94 0.32
C 3.13 3.57 6.75 1.07
O 3.35 4.27 7.73 -0.64
C 3.52 3.96 5.40 -0.92
C 3.24 3.17 4.36 0.30
C 2.54 1.86 4.54 0.87
O 2.29 1.18 3.57 -0.41
O 3.58 3.50 3.11 -0.57
O 2.13 1.90 8.20 -0.50
H 1.69 0.50 6.02 0.47
H 4.02 4.91 5.28 0.45
H 3.28 2.76 2.54 0.29
H 2.43 2.64 8.76 0.32
C -6.97 -0.28 -4.19 -0.77
C -7.41 0.97 -4.37 0.23
C -8.85 1.32 -4.20 0.93
O -9.21 2.47 -4.35 -0.62
C -9.78 0.25 -3.84 -1.04
C -9.34 -1.00 -3.66 0.39
C -7.89 -1.34 -3.81 0.97
O -7.53 -2.49 -3.62 -0.62
O -10.17 -2.00 -3.34 -0.57
O -6.58 1.97 -4.72 -0.49
H -5.93 -0.54 -4.31 0.57
H -10.83 0.51 -3.74 0.41
H -9.60 -2.80 -3.27 0.35
H -7.14 2.77 -4.79 0.32
C 9.45 1.68 1.00 -0.93
C 8.34 0.93 1.02 0.30
C 6.98 1.53 0.87 1.07
O 6.01 0.81 0.87 -0.53
C 6.89 2.99 0.74 -0.95
C 7.99 3.74 0.73 0.34
C 9.35 3.13 0.85 0.95
O 10.33 3.86 0.82 -0.63
O 7.93 5.08 0.61 -0.59
O 8.40 -0.40 1.16 -0.55
H 10.44 1.26 1.11 0.42
H 5.90 3.41 0.65 0.45
H 8.86 5.38 0.63 0.34
H 7.47 -0.71 1.13 0.31
C -6.56 6.66 -8.85 -0.87
C -6.38 6.02 -7.70 0.30
C -6.85 4.61 -7.49 0.84
O -6.64 4.07 -6.42 -0.55
C -7.55 3.96 -8.59 -0.87
C -7.74 4.60 -9.75 0.38
C -7.24 5.99 -9.96 0.91
O -7.42 6.53 -11.04 -0.62
O -8.39 4.02 -10.77 -0.57
O -5.75 6.61 -6.66 -0.58
H -6.22 7.67 -9.02 0.42
H -7.90 2.95 -8.42 0.46
H -8.39 4.69 -11.49 0.35
H -5.74 5.94 -5.95 0.34
C -2.18 -1.39 10.83 -0.98
C -2.44 -0.85 9.64 0.38
C -1.53 0.16 9.02 1.00
O -1.80 0.62 7.92 -0.56
C -0.34 0.57 9.77 -0.97
C -0.08 0.03 10.96 0.50
C -0.98 -1.00 11.57 0.90
O -0.69 -1.48 12.65 -0.62
O 1.01 0.38 11.67 -0.57
O -3.54 -1.18 8.94 -0.58
H -2.83 -2.12 11.29 0.42
H 0.30 1.31 9.31 0.43
H 0.97 -0.15 12.49 0.35
H -3.50 -0.65 8.12 0.33
```



[2]
Entry from the Open Molecules 2025 dataset: 16 unconnected molecules or ions with the total composition C6H38O15 (wB97M-V/def2-TZVPD).

Properties
- 2S+1 = 2
- frontier orbital gap (spin up / spin down) (eV) = 2.68 / 5.97
- LUMO level (spin up / spin down) (eV) = 2.1 / 2.0
- HOMO (spin up / spin down) (eV) = -0.620 / -3.984
- total charge = -1

XYZ file:
```
59
Properties=species:S:1:pos:R:3:mulliken_charge:R:1
C 2.39 -1.15 1.70 -0.06
C 3.46 -1.96 1.60 -1.20
C 3.03 0.58 -0.13 -1.14
C 2.40 0.14 1.00 0.76
C 1.95 1.19 1.89 0.31
C 1.93 1.26 3.24 -1.92
H 1.51 -1.44 2.23 0.30
H 3.44 -2.85 2.23 0.24
H 4.36 -1.89 1.00 0.29
H 3.26 1.61 -0.32 0.33
H 3.41 -0.01 -1.04 0.22
H 1.54 2.07 1.37 0.04
H 1.43 1.99 3.88 0.68
H 2.30 0.33 3.66 0.45
H 3.52 -1.25 -3.34 0.29
H 2.09 -1.77 -3.19 0.35
O 2.99 -2.04 -3.16 -0.63
H -2.72 -2.36 1.24 0.24
H -1.53 -3.23 1.31 0.26
O -1.80 -2.34 1.47 -0.46
H -2.37 2.33 -3.62 0.28
H -2.79 1.79 -2.11 0.28
O -2.35 2.41 -2.68 -0.61
H 0.18 0.54 -2.97 0.34
H -0.02 -0.95 -2.72 0.34
O -0.14 -0.24 -3.37 -0.75
H 1.69 0.51 -3.99 0.32
H 2.86 1.29 -3.15 0.18
O 2.20 0.59 -3.18 -0.49
H -1.76 -2.40 -2.83 0.25
H -2.95 -2.35 -1.68 0.40
O -2.26 -2.86 -2.15 -0.70
H -0.09 3.19 2.87 0.31
H 0.13 3.81 1.53 0.34
O 0.50 3.80 2.45 -0.64
H -2.96 1.38 2.33 0.22
H -2.28 0.12 2.80 0.43
O -3.18 0.52 2.73 -0.71
H -1.85 -5.10 -0.41 0.25
H -1.22 -3.87 -1.10 0.38
O -1.24 -4.38 -0.27 -0.64
H -3.92 -0.45 -1.71 0.26
H -2.77 -0.52 -0.53 0.49
O -3.46 -0.98 -1.05 -0.64
H -0.45 2.62 -1.57 0.22
H 0.72 2.19 -0.68 0.05
O 0.04 1.82 -1.29 -0.33
H -2.40 4.34 1.21 0.29
H -2.27 2.85 1.32 0.33
O -1.95 3.69 1.77 -0.64
H 0.63 -2.52 -1.11 0.06
H 1.43 -1.13 -1.10 0.27
O 1.14 -1.90 -1.60 -0.42
H -0.45 -0.51 3.26 0.28
H -0.17 0.98 3.71 0.21
O -0.53 0.42 3.01 -0.59
H -1.17 1.14 -0.21 0.25
H -1.63 0.31 1.17 -0.02
O -1.84 0.63 0.30 -0.19
```



[3]
Entry from the Open Molecules 2025 dataset: a molecular structure, C31H25GeN3OTa (wB97M-V/def2-TZVPD).

Properties
- frontier orbital gap (spin up / spin down) (eV) = 6.59 / 6.59
- LUMO level (spin up / spin down) (eV) = -4.1 / -4.1
- HOMO (spin up / spin down) (eV) = -10.699 / -10.698
- total charge = +1

XYZ file:
```
62
Properties=species:S:1:pos:R:3:mulliken_charge:R:1
Ta 1.43 0.14 -1.87 0.83
O 0.62 -3.92 -1.15 -0.69
C 0.99 -2.77 -1.05 -0.18
N 0.45 -1.71 -1.67 -0.21
C -0.44 -2.08 -2.73 -0.62
C -0.24 -1.23 -3.92 0.70
C -0.63 -1.68 -5.16 -1.00
C -0.66 -0.77 -6.20 -0.25
C -0.37 0.57 -5.98 -0.81
C 0.11 0.92 -4.73 0.05
N 0.22 0.03 -3.73 -0.11
C 2.24 -2.42 -0.34 0.84
C 2.92 -3.43 0.32 -0.77
C 4.06 -3.07 1.03 -0.24
C 4.48 -1.73 1.03 -0.74
C 3.79 -0.83 0.27 -0.02
N 2.71 -1.15 -0.46 -0.15
H -0.29 -3.13 -3.01 0.43
H -1.50 -2.00 -2.41 0.17
H -0.98 -2.69 -5.27 0.46
H -0.98 -1.10 -7.17 0.44
H -0.50 1.32 -6.76 0.41
H 0.45 1.92 -4.47 0.44
H 2.52 -4.43 0.35 0.51
H 4.61 -3.77 1.64 0.46
H 5.35 -1.41 1.61 0.44
H 4.11 0.20 0.19 0.51
C 0.48 1.25 -0.65 -0.19
Ge -0.58 1.20 1.01 0.43
C -1.13 2.92 1.67 0.68
C -0.23 3.96 1.87 -0.38
C -0.67 5.09 2.55 -0.62
C -1.97 5.15 3.04 -0.49
C -2.85 4.09 2.87 -0.62
C -2.44 2.96 2.18 -0.57
C 0.73 0.40 2.19 0.64
C 0.49 -0.71 2.99 -0.19
C 1.50 -1.22 3.79 -0.87
C 2.74 -0.56 3.85 -0.52
C 2.98 0.55 3.06 -0.87
C 1.98 1.01 2.21 -0.23
C -2.11 0.18 0.45 0.80
C -2.19 -1.20 0.63 -0.34
C -3.33 -1.87 0.21 -0.86
C -4.37 -1.17 -0.42 -0.54
C -4.26 0.20 -0.66 -0.71
C -3.12 0.86 -0.25 -0.44
H 0.79 3.90 1.49 0.28
H 0.01 5.92 2.72 0.38
H -2.32 6.05 3.55 0.36
H -3.83 4.13 3.32 0.41
H -3.11 2.12 2.10 0.33
H -0.48 -1.20 3.02 0.42
H 1.32 -2.07 4.43 0.46
H 3.51 -0.93 4.52 0.44
H 3.95 1.04 3.11 0.48
H 2.19 1.85 1.53 0.41
H -1.42 -1.75 1.11 0.22
H -3.43 -2.92 0.39 0.46
H -5.27 -1.69 -0.69 0.43
H -5.07 0.73 -1.16 0.43
H -2.99 1.94 -0.41 0.45
```



[4]
Entry from the Open Molecules 2025 dataset: a single C4H7NO2 molecule (wB97M-V/def2-TZVPD).

Properties
- frontier orbital gap (eV) = 10.27
- SMILES = O=C1CNC[C@@H]1O
- LUMO level (eV) = 0.9
- HOMO (eV) = -9.416

XYZ file:
```
14
Properties=species:S:1:pos:R:3:mulliken_charge:R:1
O -0.43 1.88 -1.12 -0.53
C -0.01 1.06 -0.07 0.25
C -1.12 0.20 0.50 -0.68
N -0.42 -0.98 1.05 -0.41
C 0.75 -1.27 0.23 -0.40
C 0.98 0.01 -0.54 0.39
O 1.76 0.19 -1.44 -0.59
H 0.31 1.93 -1.74 0.34
H 0.47 1.66 0.73 0.21
H -1.68 0.71 1.30 0.32
H -1.82 -0.03 -0.32 0.31
H -1.04 -1.76 1.06 0.26
H 0.61 -2.09 -0.48 0.25
H 1.62 -1.52 0.84 0.28
```



[5]
Entry from the Open Molecules 2025 dataset: a single C4H6N2 molecule (wB97M-V/def2-TZVPD).

Properties
- frontier orbital gap (eV) = 9.02
- SMILES = [H]/N=C1/C=CCN1
- LUMO level (eV) = 0.5
- HOMO (eV) = -8.518

XYZ file:
```
12
Properties=species:S:1:pos:R:3:mulliken_charge:R:1
C 1.11 0.20 -0.24 0.49
C -1.12 -0.71 0.09 -0.31
C -1.28 0.83 -0.05 -0.39
C 0.07 1.36 -0.10 -0.39
H 2.81 -0.77 0.08 0.17
H 0.74 -1.66 -0.24 0.16
H -1.31 -1.20 1.17 0.23
H -2.02 -1.28 -0.62 0.22
H -2.32 1.49 0.19 0.25
H 0.57 2.30 -0.15 0.41
N 2.44 0.24 0.16 -0.67
N 0.31 -0.80 -0.28 -0.18
```



[6]
Entry from the Open Molecules 2025 dataset: 2 unconnected molecules or ions with the total composition CH2FNO3S (wB97M-V/def2-TZVPD).

Properties
- frontier orbital gap (eV) = 11.70
- LUMO level (eV) = 0.4
- HOMO (eV) = -11.311

XYZ file:
```
9
Properties=species:S:1:pos:R:3:mulliken_charge:R:1
C 1.53 -0.90 -0.20 0.76
N 2.18 -0.85 0.81 -0.57
O 0.89 -1.14 -1.14 -0.44
O -0.75 1.33 -1.07 -0.47
O -0.72 -0.22 0.92 -0.48
F -2.97 0.42 0.10 -0.28
S -1.37 -0.04 -0.34 0.82
H 1.63 -0.74 1.59 0.32
H -0.42 2.15 -0.68 0.35
```



[7]
Entry from the Open Molecules 2025 dataset: 5 unconnected molecules or ions with the total composition C19H49BBrFO10SSi (wB97M-V/def2-TZVPD).

Properties
- frontier orbital gap (eV) = 8.61
- SMILES = CCSC[Si@@](F)(Br)B(O)O.COCCOC.COCCOC.COCCOC.COCCOC
- LUMO level (eV) = 0.4
- HOMO (eV) = -8.215

XYZ file:
```
83
Properties=species:S:1:pos:R:3:mulliken_charge:R:1
C -1.14 2.62 -1.04 -0.72
C -0.99 1.22 -1.62 -0.27
S -2.49 0.19 -1.85 -0.18
C -3.78 0.94 -0.81 -0.23
Si -4.99 1.93 -1.82 0.38
F -4.31 2.54 -3.15 -0.25
Br -6.56 0.52 -2.52 -0.35
B -5.93 3.44 -0.84 0.69
O -6.22 3.25 0.48 -0.45
O -6.22 4.65 -1.41 -0.54
H -0.18 2.90 -0.60 0.04
H -1.86 2.68 -0.23 0.24
H -1.37 3.36 -1.80 0.25
H -0.59 1.31 -2.64 0.38
H -0.26 0.63 -1.06 0.30
H -3.40 1.48 0.05 -0.08
H -4.34 0.09 -0.41 0.23
H -6.29 4.07 0.98 0.30
H -6.23 4.64 -2.37 0.29
C -4.03 0.50 2.95 -0.82
O -2.80 -0.01 2.49 -0.19
C -1.93 -0.45 3.51 -0.76
C -1.94 -1.95 3.65 0.04
O -3.18 -2.47 4.08 -0.42
C -3.97 -2.95 3.00 -0.34
H -4.70 0.60 2.10 0.19
H -4.50 -0.15 3.69 0.40
H -3.89 1.50 3.40 0.28
H -2.20 0.02 4.47 0.37
H -0.92 -0.13 3.25 0.38
H -1.18 -2.25 4.39 0.41
H -1.65 -2.40 2.68 -0.09
H -3.53 -3.86 2.59 0.14
H -4.07 -2.21 2.21 0.10
H -4.96 -3.19 3.40 0.30
C 0.00 -4.60 -2.28 -0.53
O 0.33 -5.57 -1.30 -0.41
C 0.61 -5.01 -0.03 -0.36
C -0.57 -5.12 0.91 -0.68
O -1.65 -4.33 0.47 -0.14
C -2.69 -5.05 -0.16 -0.97
H -0.40 -5.14 -3.14 0.27
H -0.75 -3.90 -1.92 0.24
H 0.89 -4.04 -2.60 0.22
H 0.91 -3.96 -0.12 0.23
H 1.46 -5.57 0.39 0.40
H -0.26 -4.74 1.90 0.34
H -0.87 -6.16 1.03 0.39
H -3.29 -5.59 0.59 0.35
H -2.31 -5.76 -0.90 0.40
H -3.33 -4.32 -0.65 0.24
C 1.93 5.25 -2.43 -0.71
O 2.14 5.00 -1.05 -0.38
C 2.93 3.86 -0.80 -0.31
C 4.37 4.21 -0.48 -0.63
O 5.03 4.79 -1.58 -0.37
C 5.13 6.20 -1.52 -0.71
H 1.51 6.25 -2.53 0.28
H 2.86 5.18 -3.00 0.34
H 1.21 4.53 -2.84 0.26
H 2.90 3.17 -1.65 0.34
H 2.49 3.34 0.07 0.36
H 4.90 3.29 -0.21 0.29
H 4.40 4.88 0.39 0.38
H 5.87 6.50 -0.77 0.32
H 4.17 6.66 -1.28 0.31
H 5.46 6.54 -2.50 0.24
C 5.86 -0.22 -0.50 -0.70
O 5.85 -1.25 0.47 -0.37
C 4.78 -1.14 1.40 -0.58
C 3.64 -2.08 1.07 -0.46
O 3.02 -1.74 -0.16 -0.24
C 3.42 -2.56 -1.25 -0.77
H 6.58 -0.52 -1.27 0.30
H 4.88 -0.09 -0.96 0.27
H 6.19 0.73 -0.07 0.31
H 4.41 -0.11 1.44 0.26
H 5.17 -1.40 2.39 0.39
H 2.89 -2.01 1.85 0.37
H 4.01 -3.11 1.04 0.34
H 2.98 -3.56 -1.17 0.29
H 4.50 -2.65 -1.31 0.32
H 3.05 -2.09 -2.16 0.26
```



[8]
Entry from the Open Molecules 2025 dataset: 2 unconnected molecules or ions with the total composition C2H5NO2 (wB97M-V/def2-TZVPD).

Properties
- frontier orbital gap (eV) = 10.96
- SMILES = CN=C=O.O
- LUMO level (eV) = 0.5
- HOMO (eV) = -10.461

XYZ file:
```
10
Properties=species:S:1:pos:R:3:mulliken_charge:R:1
C 0.76 -1.59 0.18 0.46
C -1.33 -0.12 -0.05 -0.55
N -0.14 -0.85 0.25 -0.21
O 1.56 -2.42 0.28 -0.45
O 2.20 1.43 -0.32 -0.64
H -2.15 -0.65 -0.55 0.30
H -1.53 0.41 0.91 0.28
H -0.86 0.71 -0.70 0.20
H 1.46 0.83 -0.53 0.28
H 2.98 0.88 -0.08 0.33
```



[9]
Entry from the Open Molecules 2025 dataset: 2 unconnected molecules or ions with the total composition C4H6N2O3 (wB97M-V/def2-TZVPD).

Properties
- frontier orbital gap (eV) = 8.89
- SMILES = O=c1cc[nH]c(=O)[nH]1.O
- LUMO level (eV) = 0.1
- HOMO (eV) = -8.786

XYZ file:
```
15
Properties=species:S:1:pos:R:3:mulliken_charge:R:1
C -1.70 -0.36 0.12 0.43
C -0.75 -1.43 -0.48 -0.40
C 0.64 -1.11 -0.63 -0.07
C 0.17 1.30 -0.14 0.26
H 2.11 -1.16 1.25 0.33
H 3.63 -0.97 1.00 0.30
H -1.86 1.51 0.46 0.30
H -1.24 -2.50 -0.63 0.27
H 1.35 -1.93 -0.77 0.45
H 2.06 0.30 -0.25 0.35
N -1.24 0.94 -0.16 -0.17
N 1.02 0.20 -0.50 -0.25
O 2.76 -0.92 0.60 -0.65
O -2.82 -0.62 0.64 -0.62
O 0.72 2.33 0.06 -0.51
```



Record order is preserved below.
Max |F|: 2.101, 3.768, 4.683, 0.547, 6.299, 2.973, 0.652, 3.371, 5.405 eV/A
Record order is preserved below.
Calculated total energy: -4960.41332, -1379.85893, -3569.46059, -361.83347, -265.39816, -817.81126, -4892.16609, -284.41611, -491.23535 Eh